No. 1
Here is a molecular structure, C26H65Br6N5O9Zr from the OMol25 dataset. Energies are from wB97M-V/def2-TZVPD.

The value obtained for the HOMO-LUMO gap (alpha / beta) is 4.08 / 3.38 eV. Its total charge is +3. Its expectation value of S² is 0.7537. For the HOMO energy (alpha / beta), the calculation gives -14.788 / -14.788 eV. For the total energy, the calculation gives -475397.173 eV. As for the spin multiplicity: 2.

Element x y z (Å)
Zr (20.418, 12.813, -5.939)
C (17.031, 11.131, -8.390)
C (18.456, 10.643, -8.016)
C (19.148, 10.260, -9.253)
O (19.156, 11.434, -7.124)
H (16.446, 11.175, -7.472)
H (16.414, 10.472, -9.001)
H (16.936, 12.112, -8.857)
H (18.381, 9.714, -7.450)
H (19.479, 11.028, -9.951)
H (18.417, 9.748, -9.879)
H (19.940, 9.541, -9.043)
O (22.126, 14.461, -9.278)
C (21.715, 13.841, -8.223)
O (20.541, 13.922, -7.829)
O (22.376, 13.250, -7.367)
H (23.055, 14.258, -9.408)
C (18.704, 6.515, -5.286)
Br (17.774, 5.242, -4.106)
Br (17.733, 6.982, -6.941)
Br (20.591, 5.979, -5.725)
H (18.759, 7.476, -4.775)
C (20.277, 6.643, -10.619)
Br (21.914, 6.777, -9.375)
Br (19.030, 5.251, -9.768)
Br (20.828, 6.145, -12.497)
H (19.729, 7.585, -10.625)
C (14.543, 12.170, -12.588)
C (14.884, 13.070, -11.338)
C (16.360, 13.357, -11.192)
O (16.572, 14.469, -10.416)
C (17.882, 14.812, -10.099)
N (14.160, 14.397, -11.395)
H (13.472, 11.972, -12.622)
H (15.141, 11.262, -12.662)
H (14.818, 12.797, -13.436)
H (14.538, 12.519, -10.464)
H (16.729, 13.598, -12.189)
H (17.048, 12.558, -10.915)
H (18.477, 15.033, -10.985)
H (18.327, 13.933, -9.632)
H (17.931, 15.583, -9.331)
H (14.310, 14.809, -12.304)
H (14.781, 14.979, -10.850)
C (19.591, 12.341, -12.207)
C (21.116, 12.528, -12.468)
C (21.530, 12.084, -13.841)
O (21.106, 10.822, -14.328)
C (21.769, 9.699, -13.721)
N (21.547, 13.934, -12.357)
H (18.961, 12.772, -12.986)
H (19.347, 12.773, -11.237)
H (19.448, 11.260, -12.200)
H (21.560, 12.139, -11.551)
H (22.620, 12.083, -13.826)
H (21.311, 12.895, -14.535)
H (21.049, 8.887, -13.821)
H (22.006, 9.943, -12.685)
H (22.704, 9.371, -14.175)
H (20.732, 14.328, -12.805)
H (21.574, 14.286, -11.410)
C (12.555, 13.137, -6.532)
C (13.188, 12.816, -7.830)
C (12.308, 11.911, -8.742)
O (12.601, 10.589, -8.351)
C (11.805, 9.628, -9.019)
N (13.343, 14.084, -8.477)
H (11.519, 13.467, -6.616)
H (13.164, 13.855, -5.983)
H (12.510, 12.161, -6.048)
H (14.237, 12.519, -7.841)
H (12.470, 11.940, -9.820)
H (11.236, 11.981, -8.554)
H (10.772, 9.956, -9.131)
H (11.869, 8.718, -8.422)
H (12.296, 9.429, -9.971)
H (13.391, 14.049, -9.485)
H (14.154, 14.599, -8.167)
C (16.516, 13.103, -5.417)
C (17.271, 14.157, -6.314)
C (16.515, 15.468, -6.390)
O (17.477, 16.352, -6.897)
C (16.912, 17.512, -7.423)
N (18.552, 14.268, -5.630)
H (16.436, 13.374, -4.364)
H (17.044, 12.151, -5.372)
H (15.476, 12.910, -5.681)
H (17.428, 13.884, -7.357)
H (16.213, 15.701, -5.369)
H (15.617, 15.445, -7.008)
H (16.448, 17.935, -6.533)
H (16.184, 17.371, -8.222)
H (17.680, 18.230, -7.711)
H (18.224, 14.661, -4.759)
H (18.840, 15.176, -5.965)
C (22.282, 10.071, -7.658)
C (21.990, 9.946, -6.176)
C (22.956, 8.868, -5.482)
O (22.454, 8.621, -4.157)
C (23.327, 7.574, -3.567)
N (21.959, 11.218, -5.482)
H (21.683, 10.880, -8.076)
H (22.123, 9.186, -8.274)
H (23.346, 10.261, -7.802)
H (20.933, 9.683, -6.142)
H (23.939, 9.286, -5.265)
H (23.089, 7.985, -6.109)
H (24.403, 7.746, -3.550)
H (23.228, 6.676, -4.179)
H (23.008, 7.256, -2.575)
H (21.901, 10.799, -4.565)
H (22.908, 11.557, -5.426)

No. 2
Here is C4H8N2O2 in the gas phase from the OMol25 dataset. Energies are from wB97M-V/def2-TZVPD.

The structure (SMILES) is C/C(=C/O)C(=O)NN. The value obtained for the HOMO-LUMO gap is 8.88 eV. Its total charge is 0. For the HOMO energy, the calculation gives -8.303 eV. For the total energy, the calculation gives -11350.207 eV. The calculation puts the energy above the lowest of the compared OMol25 structures with the same formula, charge and spin at 90.1 kcal/mol.

Element x y z (Å)
C (1.544, -0.236, -1.424)
C (0.471, 0.391, -0.597)
C (-0.842, 0.514, -0.985)
O (-1.618, 1.594, -0.701)
C (0.638, 0.551, 0.823)
O (1.550, 1.080, 1.442)
N (-0.525, 0.050, 1.508)
N (-0.726, -1.351, 1.486)
H (1.573, 0.168, -2.442)
H (2.531, -0.058, -0.990)
H (1.400, -1.320, -1.499)
H (-1.233, -0.049, -1.833)
H (-2.474, 1.500, -1.150)
H (-0.701, 0.524, 2.396)
H (-1.609, -1.558, 1.949)
H (0.022, -1.800, 2.016)

No. 3
Here is a molecular structure, C28H31BN7S6Y from the OMol25 dataset. Energies are from wB97M-V/def2-TZVPD.

The value obtained for the HOMO-LUMO gap is 6.70 eV. Its total charge is 0. For the HOMO energy, the calculation gives -6.984 eV. For the total energy, the calculation gives -106705.508 eV. The calculation puts the energy above the lowest of the compared OMol25 structures with the same formula, charge and spin at 0.0 kcal/mol.

Element x y z (Å)
Y (0.169, -0.205, -0.414)
C (-2.842, -1.054, -2.903)
C (-3.098, 0.012, -1.886)
C (-4.179, 0.892, -1.831)
C (-3.926, 1.715, -0.713)
C (-4.733, 2.776, -0.054)
N (-2.732, 1.386, -0.178)
N (-2.221, 0.254, -0.893)
B (-1.741, 2.270, 0.711)
N (-1.357, 1.308, 1.923)
N (-0.600, 0.146, 1.694)
C (-0.350, -0.382, 2.883)
C (0.531, -1.587, 2.977)
C (-0.988, 0.349, 3.928)
C (-1.558, 1.450, 3.244)
C (-2.325, 2.640, 3.798)
N (-0.421, 2.625, -0.154)
N (0.035, 1.922, -1.289)
C (0.976, 2.702, -1.850)
C (1.611, 2.353, -3.167)
C (1.218, 3.835, -1.063)
C (0.275, 3.773, -0.039)
C (-0.013, 4.736, 1.058)
H (-3.735, -1.383, -3.414)
H (-2.096, -0.768, -3.650)
H (-2.375, -1.915, -2.412)
H (-5.107, 0.914, -2.408)
H (-5.530, 3.021, -0.729)
H (-5.170, 2.387, 0.833)
H (-4.144, 3.653, 0.161)
H (-2.265, 3.297, 1.089)
H (0.488, -2.211, 2.049)
H (1.612, -1.363, 3.157)
H (0.233, -2.308, 3.747)
H (-0.977, 0.195, 4.984)
H (-2.403, 2.475, 4.899)
H (-1.772, 3.536, 3.595)
H (-3.322, 2.704, 3.381)
H (1.175, 1.396, -3.510)
H (1.462, 3.124, -3.942)
H (2.700, 2.315, -3.108)
H (1.946, 4.648, -1.230)
H (0.704, 5.543, 1.013)
H (-1.042, 5.085, 0.934)
H (0.068, 4.222, 2.028)
S (4.776, 0.992, 0.215)
C (4.059, 1.365, 1.749)
C (2.800, 0.833, 1.890)
C (2.323, 0.182, 0.744)
C (3.275, 0.052, -0.228)
C (3.114, -0.722, -1.478)
C (4.207, -1.212, -2.247)
C (3.909, -1.769, -3.513)
C (2.559, -1.842, -3.973)
C (1.558, -1.429, -3.124)
N (1.819, -0.908, -1.898)
H (4.568, 1.966, 2.502)
H (2.196, 0.975, 2.769)
H (5.222, -1.176, -1.877)
H (4.724, -2.158, -4.102)
H (2.300, -2.288, -4.953)
H (0.496, -1.443, -3.425)
C (-1.850, -5.994, 1.012)
S (-0.687, -5.498, 2.293)
C (0.668, -5.138, 1.229)
C (0.643, -4.263, 0.183)
S (-0.615, -3.115, -0.289)
S (2.137, -4.245, -0.748)
C (3.094, -5.380, 0.196)
S (4.688, -5.841, -0.025)
S (2.086, -6.090, 1.525)
H (-2.594, -6.640, 1.520)
H (-1.358, -6.593, 0.228)
H (-2.293, -5.104, 0.578)

No. 4
Here is a molecular structure, C8H10FeO5P from the OMol25 dataset. Energies are from wB97M-V/def2-TZVPD.

The value obtained for the HOMO-LUMO gap (alpha / beta) is 6.90 / 7.15 eV. Its total charge is +1. Its expectation value of S² is 6.0468. For the HOMO energy (alpha / beta), the calculation gives -10.821 / -14.499 eV. For the total energy, the calculation gives -62357.653 eV. As for the spin multiplicity: 5. The calculation puts the energy above the lowest of the compared OMol25 structures with the same formula, charge and spin at 10.5 kcal/mol.

Element x y z (Å)
O (1.259, -2.585, -4.753)
C (1.279, -1.764, -3.971)
Fe (-0.362, 1.261, -0.780)
O (2.266, 0.568, -1.943)
C (1.220, 0.818, -1.510)
C (0.105, 2.563, 0.280)
O (0.499, 3.379, 1.005)
C (-2.119, 1.266, -0.410)
O (-3.265, 1.310, -0.230)
C (-0.676, 2.252, -2.229)
O (-0.862, 2.890, -3.189)
H (-0.839, 0.125, -1.752)
C (-0.564, -0.640, 2.768)
P (-0.115, -0.233, 1.035)
C (1.679, -0.305, 1.323)
C (-0.788, -1.740, 0.298)
H (-0.183, 0.095, 3.488)
H (-0.055, -1.597, 2.974)
H (-1.641, -0.798, 2.902)
H (1.915, -1.069, 2.080)
H (2.270, -0.368, 0.399)
H (1.945, 0.666, 1.768)
H (-0.615, -2.616, 0.938)
H (-1.877, -1.584, 0.248)
H (-0.474, -1.895, -0.742)

No. 5
Here is a molecular structure, C2H7OSi from the OMol25 dataset. Energies are from wB97M-V/def2-TZVPD.

The value obtained for the HOMO-LUMO gap (alpha / beta) is 6.10 / 7.87 eV. Its total charge is +1. For the HOMO energy (alpha / beta), the calculation gives -13.143 / -14.090 eV. For the total energy, the calculation gives -12100.285 eV. The calculation puts the energy above the lowest of the compared OMol25 structures with the same formula, charge and spin at 103.2 kcal/mol.

Element x y z (Å)
C (-1.714, 0.183, 0.846)
C (1.636, -0.247, -1.184)
O (-0.704, -0.133, 0.111)
Si (0.220, -1.215, -0.720)
H (-2.608, -0.433, 1.045)
H (-1.778, 1.260, 1.272)
H (1.967, 0.606, -0.785)
H (0.646, 1.911, 1.022)
H (2.480, -0.529, -1.899)
H (-0.424, -2.626, -0.927)
H (0.278, 1.224, 1.219)

No. 6
Here is 2 unconnected molecules or ions with the total composition C5H12N from the OMol25 dataset. Energies are from wB97M-V/def2-TZVPD.

The value obtained for the HOMO-LUMO gap (alpha / beta) is 5.63 / 9.64 eV. Its total charge is +1. Its expectation value of S² is 2.0054. For the HOMO energy (alpha / beta), the calculation gives -9.843 / -16.382 eV. For the total energy, the calculation gives -6857.902 eV. As for the spin multiplicity: 3. The calculation puts the energy above the lowest of the compared OMol25 structures with the same formula, charge and spin at 18.4 kcal/mol.

Element x y z (Å)
C (2.488, 0.116, 0.685)
C (2.798, 0.101, -0.604)
C (-1.144, 0.116, -0.028)
C (-2.552, 0.545, 0.013)
C (-0.842, -1.322, -0.034)
N (-0.200, 0.991, -0.073)
H (2.707, 0.966, 1.309)
H (2.098, -0.750, 1.198)
H (3.252, 0.950, -1.089)
H (2.638, -0.764, -1.226)
H (-3.190, -0.215, 0.455)
H (-2.902, 0.702, -1.010)
H (-2.678, 1.487, 0.542)
H (0.187, -1.538, -0.308)
H (-1.523, -1.850, -0.701)
H (-1.028, -1.723, 0.965)
H (-0.416, 1.982, -0.062)
H (0.808, 0.717, -0.073)

No. 7
Here is a molecular structure, C26H25ClCrN2O6P2 from the OMol25 dataset. Energies are from wB97M-V/def2-TZVPD.

The value obtained for the HOMO-LUMO gap (alpha / beta) is 6.91 / 7.48 eV. Its total charge is +1. Its expectation value of S² is 0.7676. For the HOMO energy (alpha / beta), the calculation gives -11.548 / -11.548 eV. For the total energy, the calculation gives -102141.092 eV. As for the spin multiplicity: 2.

Element x y z (Å)
Cr (-0.861, 1.924, -2.761)
O (-4.089, 0.508, -2.798)
Cl (-3.444, 1.650, -3.295)
O (-4.204, 2.436, -4.163)
O (-2.828, 2.446, -2.207)
O (-2.151, 1.214, -4.016)
N (0.909, 1.585, -3.867)
N (1.929, 2.223, -3.123)
C (1.519, 3.162, -2.177)
O (2.267, 3.917, -1.644)
O (0.198, 3.065, -1.903)
H (1.153, 0.603, -3.980)
H (0.829, 1.992, -4.800)
H (2.805, 2.411, -3.593)
C (0.941, 0.280, -0.411)
P (-0.791, 0.442, -0.930)
C (-1.427, -1.199, -1.303)
C (-1.306, -1.682, -2.605)
C (-1.677, -2.980, -2.908)
C (-2.172, -3.806, -1.908)
C (-2.289, -3.334, -0.608)
C (-1.914, -2.036, -0.300)
C (-1.744, 1.211, 0.386)
C (-3.071, 0.850, 0.620)
C (-3.807, 1.515, 1.587)
C (-3.237, 2.555, 2.307)
C (-1.931, 2.946, 2.046)
C (-1.188, 2.284, 1.085)
P (1.430, -1.351, 0.361)
C (3.188, -0.967, 0.702)
C (4.101, -1.975, 0.395)
C (5.460, -1.795, 0.615)
C (5.923, -0.597, 1.135)
C (5.025, 0.418, 1.443)
C (3.669, 0.232, 1.230)
C (0.609, -1.245, 1.992)
C (0.479, -0.081, 2.749)
C (-0.182, -0.099, 3.966)
C (-0.711, -1.288, 4.452)
C (-0.573, -2.458, 3.720)
C (0.080, -2.433, 2.495)
H (1.195, 1.156, 0.189)
H (1.554, 0.353, -1.314)
H (-0.939, -1.042, -3.399)
H (-1.589, -3.346, -3.922)
H (-2.468, -4.820, -2.142)
H (-2.669, -3.978, 0.173)
H (-1.990, -1.686, 0.721)
H (-3.537, 0.061, 0.047)
H (-4.832, 1.223, 1.772)
H (-3.816, 3.072, 3.061)
H (-1.491, 3.775, 2.585)
H (-0.180, 2.620, 0.877)
H (3.742, -2.910, -0.018)
H (6.154, -2.590, 0.377)
H (6.982, -0.451, 1.304)
H (5.384, 1.353, 1.852)
H (2.991, 1.035, 1.495)
H (0.893, 0.853, 2.391)
H (-0.282, 0.814, 4.540)
H (-1.222, -1.303, 5.406)
H (-0.974, -3.388, 4.100)
H (0.176, -3.345, 1.915)

> Among the records above, which one has the highest total charge?

C26H65Br6N5O9Zr

> Number 6 is which compound?

C5H12N

> Number 6 is which compound?

C5H12N